No. 1
Molecular formula: C31H47CeClO2P2
Method: DFT, ωB97M-V with the def2-TZVPD basis set

Geometry as XYZ:
```
84
C31H47CeClO2P2 ωB97M-V with the def2-TZVPD basis set
Ce 1.14706 -0.29972 2.27862
C 1.74935 1.46768 3.87876
C 0.59883 1.99817 3.17944
C -0.08812 0.06431 4.29213
C 1.31608 0.26065 4.57343
C -0.52751 1.16096 3.47034
C 3.06777 2.14831 3.93549
H 2.96229 3.22101 4.12948
H 3.62161 2.07067 2.99413
H 3.70904 1.73897 4.71857
C 2.15748 -0.71742 5.30160
H 3.16236 -0.84748 4.87966
H 1.66879 -1.69781 5.34042
H 2.31092 -0.40912 6.33841
C -0.86005 -1.19472 4.47821
H -0.90755 -1.49304 5.53197
H -0.43379 -2.04285 3.90458
H -1.89299 -1.06573 4.13810
C -1.95918 1.44764 3.15744
H -2.48456 1.89464 4.01497
H -2.48910 0.53427 2.89192
H -2.06386 2.14156 2.33007
C 0.50856 3.37381 2.61132
H 0.35583 4.12942 3.39935
H -0.33430 3.45722 1.91749
H 1.39822 3.65580 2.04007
C 2.01869 0.26191 -1.42290
C 2.30882 1.49163 -0.97612
C 1.46710 2.70755 -1.04603
C -0.05057 2.52995 -1.27159
C -0.81080 1.68722 -0.31074
C -0.94672 0.34520 -0.31109
C -0.48304 -0.58738 -1.38210
C 0.79490 -0.18546 -2.16346
H 1.81504 3.40488 -1.83108
H -0.23080 2.25755 -2.31361
H 1.65655 3.23645 -0.09776
H 0.48842 0.55787 -2.91574
H 2.77352 -0.52977 -1.25766
H 3.26360 1.62897 -0.43163
H 1.11153 -1.08448 -2.72000
H -0.34745 -1.59390 -0.95717
H -1.51348 -0.14134 0.49567
H -1.25180 -0.71402 -2.17283
H -0.46046 3.54191 -1.14957
H -1.33050 2.23818 0.47127
P -3.29555 -1.28057 -4.39052
P -6.02862 -1.97056 -3.66741
C -4.41756 -1.51863 -5.89605
C -5.65191 -2.32141 -5.48289
H -3.84761 -2.05193 -6.67458
H -4.69705 -0.51566 -6.26744
H -6.53274 -2.03240 -6.07933
H -5.48314 -3.40988 -5.57897
C -7.40224 -3.19132 -3.53764
H -7.90653 -3.01278 -2.58097
H -6.97767 -4.20260 -3.54706
H -8.10600 -3.06471 -4.37099
C -7.08363 -0.48776 -4.00946
H -7.75082 -0.69920 -4.85553
H -6.46346 0.39095 -4.22550
H -7.67441 -0.29954 -3.10507
C -1.96031 -2.41680 -4.95718
H -1.07436 -2.28193 -4.32459
H -1.71401 -2.20952 -6.00674
H -2.31789 -3.45013 -4.85908
C -2.60522 0.35896 -4.86902
H -3.39451 1.11362 -4.75938
H -2.25091 0.34143 -5.90735
H -1.77888 0.61356 -4.19286
Cl 9.41938 -0.23617 4.75197
C 8.01855 -0.44189 3.79366
C 8.11622 -0.92764 2.47800
C 6.95191 -1.04090 1.69365
C 5.69084 -0.69131 2.20632
C 5.61780 -0.23203 3.53011
C 6.76512 -0.12185 4.32746
C 4.47865 -0.77544 1.31168
O 4.63527 -0.98711 0.11164
O 3.29471 -0.60628 1.90328
H 9.08634 -1.20751 2.08255
H 7.02932 -1.42624 0.67885
H 4.64863 0.02467 3.95120
H 6.69657 0.21839 5.36340
```

Its expectation value of S² is 0.75. As for the energy above the lowest of the compared OMol25 structures with the same formula, charge and spin: 1.412 eV. The net charge is +1. Its multiplicity is 2. The gap between HOMO and LUMO comes out at 0.218 Ha. The calculation puts the energy at -81027.2985 eV.

These are the Löwdin partial charges, in e, on atoms 1 to 8: 1.489, -0.289, -0.289, -0.345, -0.329, -0.302, -0.005, 0.102

No. 2
Molecular formula: C29H64F10N4O12S
Method: DFT, ωB97M-V with the def2-TZVPD basis set

Geometry as XYZ:
```
120
C29H64F10N4O12S ωB97M-V with the def2-TZVPD basis set
C 5.57992 1.85598 -1.02545
C 5.31595 1.61069 -2.52422
N 3.94765 1.97356 -2.96470
C 2.90456 1.51884 -2.10151
C 2.85056 0.20127 -1.55824
F 3.80978 -0.70445 -1.83812
C 1.84083 -0.19913 -0.75374
N 1.79412 -1.50881 -0.17982
C 1.39246 -2.56819 -1.11935
C 2.89526 -1.79875 0.67012
C 4.08062 -2.70160 0.31303
O 2.92836 -1.25138 1.76212
C 0.77104 0.69417 -0.45983
N -0.24853 0.22772 0.31736
C -1.21370 1.09222 0.50787
C -2.41227 0.63137 1.32159
C -3.73153 0.62043 0.51638
C -3.80749 -0.52605 -0.54801
F -2.76267 -1.33909 -0.30083
F -4.96825 -1.19507 -0.28545
C -3.76310 0.04155 -1.98943
F -2.49775 0.43309 -2.19915
F -4.49528 1.15119 -2.13191
S -4.28565 -1.13239 -3.37561
F -3.94027 -2.44044 -2.52948
F -5.81099 -1.11708 -2.94299
F -4.59622 0.11719 -4.34853
F -2.79905 -1.12262 -3.99209
F -4.68973 -2.09375 -4.58205
C -1.16712 2.41410 -0.02149
N -0.20886 2.92009 -0.75321
C 0.77910 1.99852 -0.97048
C 1.88867 2.38333 -1.79602
C 1.92684 3.78994 -2.37428
H 5.19767 2.82144 -0.67355
H 6.66873 1.83932 -0.88606
H 5.19458 1.01315 -0.43663
H 5.51569 0.57972 -2.84851
H 6.00520 2.24020 -3.11111
H 3.77518 1.71856 -3.92977
H 0.48437 -3.07149 -0.74940
H 2.16693 -3.29856 -1.37688
H 1.08663 -2.09195 -2.06691
H 3.80583 -3.61450 -0.23042
H 4.49149 -3.05373 1.26955
H 4.89320 -2.16896 -0.19059
H -2.20679 -0.29041 1.87411
H -2.54171 1.40728 2.09948
H -4.55055 0.50461 1.26058
H -3.85610 1.61846 0.08047
H -2.02468 3.06257 0.18526
H 2.26739 3.74693 -3.41489
H 2.65701 4.41357 -1.83736
H 0.94200 4.26223 -2.34421
C 0.60943 -1.36164 -5.09485
O 1.48501 -1.47645 -3.96848
H -0.31804 -0.90121 -4.76652
H 1.06620 -0.74001 -5.86191
H 0.39434 -2.35341 -5.50213
H 2.30015 -1.88483 -4.27473
C -5.45777 -5.82215 -2.13462
O -5.92456 -6.02468 -0.80432
H -5.58412 -6.74993 -2.68731
H -6.04147 -5.03227 -2.61493
H -4.39999 -5.54699 -2.11994
H -5.80876 -5.19690 -0.32964
C 4.03176 -1.54416 5.69295
O 4.51617 -1.13691 4.41933
H 4.77125 -1.28464 6.44771
H 3.09348 -1.02636 5.91416
H 3.87112 -2.62646 5.70188
H 3.84556 -1.37549 3.76611
C 9.06039 -0.06832 -1.06181
O 7.80125 -0.40034 -1.63932
H 9.41820 0.84783 -1.52602
H 8.95315 0.09213 0.01423
H 9.78317 -0.86804 -1.24211
H 7.50146 -1.21128 -1.21922
C -0.38863 5.67939 2.38820
O -1.57460 4.90754 2.22127
H 0.45881 4.99898 2.42340
H -0.26231 6.36614 1.54764
H -0.43379 6.24566 3.32200
H -2.31471 5.51999 2.19147
C -1.55431 -0.38717 -8.15923
O -0.66856 0.21548 -7.21993
H -0.97137 -1.03173 -8.81296
H -2.30576 -0.98763 -7.63967
H -2.04927 0.37965 -8.76029
H -1.19854 0.78098 -6.65030
C 6.78718 -3.38930 7.15983
O 6.78931 -2.82693 8.46857
H 6.93189 -2.58907 6.43824
H 7.59933 -4.11441 7.06017
H 5.82799 -3.87721 6.96880
H 6.65940 -3.54621 9.09217
C -7.83564 0.66435 1.47694
O -6.98954 1.25048 2.46483
H -7.23341 0.00411 0.85569
H -8.62627 0.08450 1.95992
H -8.27664 1.44668 0.85594
H -7.54232 1.82708 2.99898
C 2.06549 2.24874 4.81800
O 2.91290 2.14148 5.95659
H 1.14390 2.74074 5.12273
H 2.54957 2.84374 4.03907
H 1.83035 1.25611 4.42542
H 3.72071 1.70435 5.66824
C -11.28334 2.32485 -0.50592
O -10.45055 2.92104 0.48460
H -10.66904 1.66966 -1.11898
H -12.07359 1.73661 -0.03283
H -11.72897 3.09530 -1.13983
H -11.00606 3.49610 1.01785
C -0.37421 -1.08576 4.23948
O -1.63173 -1.41299 3.65304
H -0.02864 -0.15162 3.80387
H -0.48150 -0.96143 5.32035
H 0.35683 -1.87025 4.02950
H -1.92708 -2.24026 4.04294
```

The SMILES is CCNc1c(F)c(N(C)C(C)=O)c2nc(CCC(F)(F)C(F)(F)S(F)(F)(F)(F)F)cnc2c1C.CO.CO.CO.CO.CO.CO.CO.CO.CO.CO.CO. Its multiplicity is 1. The gap between HOMO and LUMO comes out at 0.311 Ha. The calculation puts the energy at -99644.2427 eV.

These are the Löwdin partial charges, in e, on atoms 1 to 8: -0.071, -0.252, -0.002, -0.173, -0.147, 0.086, -0.116, -0.039

No. 3
Molecular formula: C26H78O13
Method: DFT, ωB97M-V with the def2-TZVPD basis set

Geometry as XYZ:
```
117
C26H78O13 ωB97M-V with the def2-TZVPD basis set
C 1.74263 0.09662 5.40016
C 1.05959 -1.10485 4.79034
O 1.12788 -2.27628 5.65006
H 1.64148 1.02537 4.83864
H 2.79401 -0.06611 5.63725
H 1.27778 0.41329 6.33383
H 1.59924 -1.33984 3.87292
H 0.03361 -0.80754 4.57335
H 0.36899 -2.83434 5.46498
C 2.99896 -0.66375 -5.48162
C 3.34765 -0.99906 -3.98418
O 2.57764 -0.15796 -3.18251
H 3.72981 -1.15440 -6.12445
H 3.02074 0.39880 -5.72371
H 1.97364 -0.98577 -5.66358
H 4.41436 -0.84375 -3.82260
H 3.14375 -2.05183 -3.78873
H 2.74995 -0.42162 -2.27565
C 5.98235 -1.20318 -1.13079
C 4.64043 -1.78238 -0.58189
O 3.70457 -0.71043 -0.60891
H 6.55839 -0.66465 -0.37829
H 5.74093 -0.55838 -1.97580
H 6.69862 -1.92159 -1.52946
H 4.82618 -2.03207 0.46274
H 4.40697 -2.62854 -1.22810
H 3.98725 -0.09636 0.07272
C 1.29413 -4.88868 -0.65030
C 1.61073 -4.32825 -2.05179
O 2.47483 -5.22548 -2.69364
H 1.17610 -5.97215 -0.66650
H 0.38097 -4.43872 -0.26074
H 2.14617 -4.62208 -0.02496
H 2.21680 -3.42483 -1.98402
H 0.77057 -4.18795 -2.73190
H 2.55045 -5.13136 -3.64602
C -1.95699 2.44499 5.60889
C -2.19192 2.03049 4.17619
O -0.91555 1.56072 3.74020
H -1.08311 3.07742 5.76531
H -1.73724 1.53978 6.17494
H -2.84361 2.85600 6.09167
H -2.38947 2.92668 3.58804
H -2.96158 1.28560 3.97407
H -0.68070 1.98766 2.91306
C -1.95325 -2.71625 -2.07654
C -2.60856 -4.04497 -1.84765
O -2.73302 -4.26752 -0.43534
H -0.93189 -2.63719 -1.70415
H -2.43316 -1.90984 -1.52202
H -1.87010 -2.35659 -3.10213
H -2.01154 -4.78481 -2.38085
H -3.57445 -4.02273 -2.35229
H -2.84804 -5.21468 -0.32928
C -1.87640 4.78860 -0.27048
C -0.78963 5.88139 -0.11757
O 0.27177 5.33150 0.60168
H -1.65319 3.91618 -0.88462
H -2.73561 5.20551 -0.79589
H -2.13052 4.38293 0.70878
H -1.14329 6.74540 0.44502
H -0.45117 6.19672 -1.10455
H 0.90243 6.05331 0.65511
C -1.37408 1.09021 -5.31837
C -0.57527 0.76109 -4.07214
O -1.38595 0.91630 -2.96468
H -2.22188 0.41399 -5.42824
H -0.75220 0.91231 -6.19571
H -1.74266 2.11581 -5.29845
H 0.28098 1.42179 -3.93648
H -0.14509 -0.24027 -4.09005
H -0.93304 0.87996 -2.11902
C -4.10436 -0.17853 0.08213
C -4.42423 0.96258 0.98612
O -5.81778 1.07138 1.15459
H -4.54387 -1.08325 0.50216
H -3.03438 -0.35824 -0.02246
H -4.55649 -0.06965 -0.90368
H -3.99096 1.93278 0.74304
H -3.99300 0.72994 1.95978
H -5.93842 1.32954 2.07132
C -4.66277 -3.48617 3.99776
C -4.22490 -4.23680 2.71392
O -2.93246 -3.85523 2.35432
H -3.91892 -3.70158 4.76482
H -5.55850 -3.86119 4.49285
H -4.80711 -2.40708 3.94452
H -4.86733 -3.94234 1.88406
H -4.21941 -5.32246 2.81103
H -2.92669 -3.71177 1.40512
C 1.80180 4.39015 -2.83551
C 2.54490 3.09172 -2.51576
O 2.97918 2.57877 -3.76729
H 1.39274 4.78959 -1.90750
H 0.92852 4.24726 -3.47195
H 2.46672 5.17484 -3.19640
H 1.89411 2.39525 -1.98707
H 3.34288 3.29008 -1.80024
H 2.90927 1.63098 -3.63160
C 2.18140 3.09665 2.58719
C 1.37914 2.38054 1.60303
O 0.04506 2.85053 1.50286
H 3.22260 2.77593 2.55318
H 1.79226 2.99440 3.60021
H 2.04959 4.17159 2.46376
H 1.30673 1.31608 1.82614
H 1.84352 2.46443 0.62048
H 0.06914 3.71889 1.09424
C -0.05974 -1.21033 0.70717
C 0.22617 -0.24787 -0.45348
O -0.72512 0.83276 -0.40220
H 0.80852 -1.85986 0.81820
H -0.96529 -1.77794 0.49296
H -0.20864 -0.64685 1.62827
H 0.02668 -0.76030 -1.39461
H 1.24965 0.12392 -0.40472
H -0.56991 1.43902 0.32578
```

As for the energy above the lowest of the compared OMol25 structures with the same formula, charge and spin: 3.065 eV. Its multiplicity is 1. The gap between HOMO and LUMO comes out at 0.346 Ha. The calculation puts the energy at -54840.6038 eV.

These are the Löwdin partial charges, in e, on atoms 1 to 8: -0.093, -0.298, -0.085, 0.045, 0.073, 0.073, 0.098, 0.097

No. 4
Molecular formula: C6H4BrNS
Method: DFT, ωB97M-V with the def2-TZVPD basis set

Geometry as XYZ:
```
13
C6H4BrNS ωB97M-V with the def2-TZVPD basis set
C -1.28763 -1.71829 -0.07029
C 0.10996 -1.53350 -0.02709
C -0.51868 0.76577 -0.06354
C -2.10279 -0.66371 -0.23007
C 0.54305 -0.20394 0.00352
C 1.79928 1.67821 0.08824
N 1.74703 0.32075 0.06262
S -0.06098 2.33083 -0.03376
Br -3.80892 -0.12318 0.08312
H -1.70080 -2.71918 -0.06624
H 0.78787 -2.36538 0.00512
H 2.19557 2.09685 1.01800
H 2.29705 2.13476 -0.76964
```

Its multiplicity is 1. The gap between HOMO and LUMO (spin up / spin down) comes out at 0.219 / 0.207 Ha. The calculation puts the energy at -88648.9531 eV.

These are the natural (NBO) partial charges, in e, on atoms 1 to 8: -0.269, -0.343, -0.117, -0.114, 0.032, -0.261, -0.421, 0.402